1.
Below is a cluster of 2 separate species, C7H14O2 in total in a non-equilibrium geometry, with properties calculated with ωB97M-V with the def2-TZVPD basis set.

XYZ file:
```
23
Properties=species:S:1:pos:R:3
C 1.654 -0.189 0.391
C -0.792 -0.315 0.722
C -0.233 -1.135 -0.298
C 0.922 -0.380 -0.893
C 1.989 1.142 0.981
C -1.796 -0.542 -1.758
C -1.290 1.107 0.648
O 2.696 -1.065 0.657
O -1.490 -1.047 1.690
H 2.977 -1.508 -0.156
H -2.400 -0.727 1.731
H -0.145 -2.203 -0.118
H 1.460 -1.007 -1.613
H 0.507 0.502 -1.431
H 1.152 1.834 0.939
H 2.271 1.043 2.034
H 2.845 1.601 0.469
H -0.785 1.682 -0.126
H -1.499 -1.188 -2.582
H -2.709 -0.848 -1.252
H -1.859 0.487 -2.108
H -1.111 1.602 1.612
H -2.365 1.152 0.462
```

Output
Energy above the lowest of the compared OMol25 structures with the same formula, charge and spin = 6.107 eV
Kohn-Sham gap (spin up / spin down) = 7.2063 / 7.2965 eV
LUMO level (spin up / spin down) = 0.758 / 0.742 eV
Total charge = 0

2.
Below is a structure of composition C7H14O2 in a non-equilibrium geometry, with properties calculated with ωB97M-V with the def2-TZVPD basis set.

XYZ file:
```
23
Properties=species:S:1:pos:R:3
C -0.261 0.880 0.607
C -0.629 1.669 -0.629
C 1.120 1.201 1.144
C -1.308 1.027 1.700
C 1.473 -0.940 -1.420
C 0.409 -1.112 -0.447
C -0.595 -1.056 0.272
O -0.021 -3.083 -0.443
O -0.928 -3.238 -1.571
H -0.559 -4.026 -1.993
H -1.431 -1.421 0.823
H 0.137 1.617 -1.402
H -1.578 1.333 -1.047
H -0.734 2.731 -0.373
H 1.131 2.226 1.535
H 1.393 0.531 1.960
H 1.892 1.158 0.376
H -1.316 2.065 2.053
H -2.312 0.800 1.340
H -1.089 0.394 2.561
H 2.451 -0.963 -0.940
H 1.372 -0.015 -1.988
H 1.383 -1.778 -2.117
```

Output
Energy above the lowest of the compared OMol25 structures with the same formula, charge and spin = 7.974 eV
Kohn-Sham gap (spin up / spin down) = 8.2576 / 8.2559 eV
LUMO level (spin up / spin down) = 0.648 / 0.648 eV
Total charge = 0

3.
Below is a cluster of 2 separate species, C7H14O2S2 in total in a non-equilibrium geometry, with properties calculated with ωB97M-V with the def2-TZVPD basis set.

XYZ file:
```
25
Properties=species:S:1:pos:R:3
C -1.919 -1.328 0.642
C -0.645 -1.920 0.017
C -2.156 0.075 0.074
C 0.615 -1.055 0.196
C -0.885 0.908 0.067
C 0.333 0.277 -0.554
C -1.152 2.176 -0.793
O 1.799 1.619 1.374
O 5.143 0.161 -0.002
S 4.128 -1.070 -0.405
S 1.727 1.407 -0.068
H -2.688 -1.932 0.445
H -1.984 -1.134 1.666
H -0.317 -2.795 0.530
H -1.002 -2.105 -1.083
H -2.405 0.167 -1.017
H -3.038 0.466 0.601
H 0.912 -0.914 1.284
H 1.582 -1.423 -0.162
H -0.691 1.257 1.041
H 0.468 0.082 -1.563
H -1.803 2.718 -0.239
H -1.506 1.888 -1.836
H -0.273 2.689 -0.871
H 5.757 -0.215 0.657
```

Output
Energy above the lowest of the compared OMol25 structures with the same formula, charge and spin = 1.780 eV
Kohn-Sham gap (spin up / spin down) = 8.7287 / 6.5458 eV
LUMO level (spin up / spin down) = -0.461 / -1.613 eV
Total charge = 0

4.
Below is a cluster of 2 separate species, C7H14O2Si in total in a non-equilibrium geometry, with properties calculated with ωB97M-V with the def2-TZVPD basis set.

XYZ file:
```
24
Properties=species:S:1:pos:R:3
C 3.044 1.254 0.037
C 2.429 1.347 -1.147
C 1.257 0.491 -1.340
C -1.557 -1.599 -1.710
C -0.091 -0.410 2.772
C -2.013 1.651 0.008
C -0.833 -1.742 -0.354
O 0.970 0.014 -2.424
O 0.742 -0.196 1.635
Si 0.046 -0.114 0.140
H 3.925 1.794 0.204
H 2.640 0.776 0.871
H 2.788 1.851 -1.942
H -0.658 -1.495 -2.319
H -2.088 -2.575 -1.795
H -2.228 -0.823 -1.650
H 0.474 0.225 3.466
H -0.064 -1.443 3.283
H -1.084 0.069 2.634
H -2.790 1.176 0.479
H -1.402 2.553 0.278
H -2.105 1.800 -1.070
H 0.042 -2.494 -0.437
H -1.443 -2.110 0.380
```

Output
Energy above the lowest of the compared OMol25 structures with the same formula, charge and spin = 5.136 eV
Kohn-Sham gap = 8.1629 eV
LUMO level = 0.124 eV
Total charge = 0

5.
Below is a cluster of 2 separate species, C7H14O3 in total in a non-equilibrium geometry, with properties calculated with ωB97M-V with the def2-TZVPD basis set.

XYZ file:
```
24
Properties=species:S:1:pos:R:3
C -0.111 0.182 -1.387
C -0.643 1.577 -1.058
C 0.253 2.244 -0.024
O 0.360 1.464 1.162
C 0.937 0.194 0.881
C 0.085 -0.608 -0.094
H 0.865 0.281 -1.901
H -0.799 -0.349 -2.072
H -1.667 1.501 -0.643
H -0.694 2.210 -1.965
H -0.145 3.228 0.291
H 1.262 2.410 -0.449
H 1.037 -0.320 1.856
H 1.954 0.333 0.467
H 0.570 -1.584 -0.292
H -0.897 -0.810 0.376
C 4.320 3.677 3.198
C 3.315 2.966 2.341
O 3.501 2.537 1.225
O 2.121 2.850 2.981
H 5.282 3.762 2.665
H 4.485 3.122 4.136
H 3.964 4.691 3.447
H 1.525 2.372 2.342
```

Output
Energy above the lowest of the compared OMol25 structures with the same formula, charge and spin = 0.052 eV
Kohn-Sham gap = 10.9684 eV
LUMO level = 0.959 eV
Total charge = 0
Structure (SMILES) = C1CCOCC1.CC(=O)O

6.
Below is a structure of composition C7H14O5PSr in a non-equilibrium geometry, with properties calculated with ωB97M-V with the def2-TZVPD basis set.

XYZ file:
```
28
Properties=species:S:1:pos:R:3
C 0.588 -2.998 -0.151
C 0.726 -1.509 -0.129
O 0.383 -1.003 1.244
P -0.523 0.288 1.262
O -0.553 0.803 2.690
C -2.093 -0.138 0.658
C -2.569 0.943 -0.301
C -1.860 0.606 -1.631
O -2.085 -0.552 -2.020
O -1.060 1.443 -2.068
O 0.165 1.458 0.379
C 1.583 1.555 0.440
C 2.143 1.411 -0.975
H 0.895 -3.337 -1.137
H -0.438 -3.315 -0.011
H 1.256 -3.459 0.569
H 1.752 -1.222 -0.323
H 0.056 -1.040 -0.851
H -2.754 -0.256 1.516
H -2.073 -1.104 0.160
H -3.646 0.858 -0.413
H -2.382 1.958 0.040
H 2.026 0.755 1.079
H 1.919 2.525 0.861
H 1.315 1.146 -1.626
H 2.903 0.637 -1.008
H 2.610 2.330 -1.308
Sr 1.716 1.217 3.055
```

Output
Kohn-Sham gap = 4.1842 eV
LUMO level = -6.009 eV
Total charge = +1